{
  "formula": "C40H77N3O14S7",
  "method": "wB97M-V/def2-TZVPD",
  "spin_multiplicity": 1,
  "orbital_gap_ev": 10.1,
  "total_charge": 0,
  "de_lowest_kcal_mol": 0.0,
  "smiles": "O=S1(=O)CCCC1.O=S1(=O)CCCC1.O=S1(=O)CCCC1.O=S1(=O)CCCC1.O=S1(=O)CCCC1.O=S1(=O)CCCC1.O=S1(=O)CCCC1.CCCC#N.CCCC#N.CCCC#N",
  "total_energy_ev": -151706.594,
  "symbols": ["O", "S", "O", "C", "C", "C", "C", "H", "H", "H", "H", "H", "H", "H", "H", "O", "S", "O", "C", "C", "C", "C", "H", "H", "H", "H", "H", "H", "H", "H", "O", "S", "O", "C", "C", "C", "C", "H", "H", "H", "H", "H", "H", "H", "H", "O", "S", "O", "C", "C", "C", "C", "H", "H", "H", "H", "H", "H", "H", "H", "O", "S", "O", "C", "C", "C", "C", "H", "H", "H", "H", "H", "H", "H", "H", "O", "S", "O", "C", "C", "C", "C", "H", "H", "H", "H", "H", "H", "H", "H", "O", "S", "O", "C", "C", "C", "C", "H", "H", "H", "H", "H", "H", "H", "H", "C", "C", "C", "C", "N", "H", "H", "H", "H", "H", "H", "H", "C", "C", "C", "C", "N", "H", "H", "H", "H", "H", "H", "H", "C", "C", "C", "C", "N", "H", "H", "H", "H", "H", "H", "H"],
  "xyz": [[4.16561, -1.39298, 6.68663], [4.05035, -1.29855, 5.27323], [5.03167, -1.95780, 4.42626], [2.45137, -1.69760, 4.53348], [2.44670, -0.88360, 3.21995], [3.34838, 0.36124, 3.37144], [3.89906, 0.47827, 4.80425], [1.67111, -1.41654, 5.24863], [2.36223, -2.78934, 4.32921], [2.78510, -1.47727, 2.36628], [1.40229, -0.60485, 3.18398], [2.71963, 1.20336, 3.18004], [4.09488, 0.48988, 2.58822], [3.12808, 0.86447, 5.52567], [4.83637, 0.93307, 4.96154], [1.34913, 6.45454, -1.57763], [0.75718, 5.14468, -1.24985], [1.60754, 3.96749, -1.24704], [-0.04613, 5.20836, 0.42849], [-1.52805, 5.58910, 0.20071], [-1.74775, 6.01581, -1.23902], [-0.89436, 4.99850, -2.15036], [0.44033, 6.01537, 0.96964], [0.19108, 4.23405, 0.94371], [-2.07568, 4.68497, 0.38115], [-1.74467, 6.37156, 0.87583], [-1.34310, 7.02220, -1.46666], [-2.79064, 6.13012, -1.58883], [-0.74180, 5.22715, -3.18877], [-1.20683, 3.91495, -2.06681], [-0.35569, -4.45118, -0.68376], [1.01639, -4.43173, -0.12510], [1.21436, -3.73422, 1.10332], [1.76984, -6.10110, 0.12178], [2.72091, -6.22758, -1.10978], [3.27773, -4.83013, -1.32735], [2.10669, -3.87209, -1.41063], [0.94558, -6.76644, -0.00885], [2.22283, -6.14287, 1.09076], [3.42669, -7.04615, -1.04212], [2.01954, -6.54013, -1.87802], [3.88319, -4.70970, -2.25061], [3.96835, -4.48194, -0.52198], [1.51963, -3.84890, -2.33687], [2.32907, -2.80842, -1.18902], [2.68992, 3.34061, -5.85972], [1.46933, 2.58810, -6.02156], [0.25676, 3.20319, -6.48198], [1.82740, 1.05884, -6.90954], [1.69124, -0.09267, -5.92707], [1.86896, 0.46535, -4.45417], [1.08690, 1.78197, -4.37971], [2.82063, 1.19139, -7.38304], [1.17063, 0.99867, -7.75114], [0.67715, -0.53696, -5.95685], [2.41052, -0.91037, -6.05159], [2.93827, 0.65106, -4.32631], [1.68645, -0.21294, -3.64321], [1.54248, 2.52388, -3.71412], [0.00991, 1.75849, -4.35229], [-0.08475, -2.71961, -3.84502], [-1.31234, -3.25996, -4.36064], [-1.32967, -3.88798, -5.63395], [-2.18848, -4.20451, -3.11950], [-3.19859, -3.25713, -2.44150], [-3.39736, -1.93327, -3.33443], [-2.36162, -1.80678, -4.49131], [-1.49536, -4.68676, -2.41742], [-2.64731, -4.95763, -3.72113], [-4.16815, -3.72829, -2.29933], [-2.75751, -2.89778, -1.45334], [-3.22533, -1.03685, -2.68574], [-4.41757, -1.77546, -3.60669], [-1.75104, -0.92306, -4.35193], [-2.78140, -1.78319, -5.47843], [-0.37439, 0.38664, 4.24222], [-1.03600, 1.46761, 4.93509], [-2.43957, 1.30119, 5.13657], [-0.05786, 1.91978, 6.42172], [0.08626, 3.44071, 6.38004], [-0.79473, 4.01705, 5.26296], [-0.80830, 3.02642, 4.07934], [0.88961, 1.35694, 6.35975], [-0.65689, 1.56687, 7.26456], [-0.11993, 3.86311, 7.35929], [1.09876, 3.78639, 6.20246], [-0.52288, 5.04381, 5.01073], [-1.82366, 4.13242, 5.53709], [0.10636, 2.85333, 3.50273], [-1.60655, 3.10878, 3.34196], [0.99438, 1.92833, 1.18358], [-0.20555, 1.39263, 0.61629], [-1.45856, 2.13611, 0.92695], [-0.09629, 1.23865, -1.18741], [-0.18216, -0.28903, -1.39163], [-1.05115, -0.94392, -0.25623], [-0.48573, -0.30668, 1.02366], [0.78170, 1.69123, -1.61642], [-1.01580, 1.65547, -1.60618], [-0.51599, -0.53905, -2.40272], [0.81798, -0.72737, -1.29230], [-1.02481, -2.04574, -0.14678], [-2.06351, -0.60534, -0.45673], [0.43817, -0.81494, 1.29905], [-1.17665, -0.27338, 1.86135], [-3.69381, -2.44307, 3.62453], [-2.90703, -3.50351, 2.82218], [-2.89187, -3.24649, 1.31930], [-4.13585, -3.72244, 0.74330], [-5.04396, -4.27605, 0.21252], [-3.16652, -1.49079, 3.78337], [-3.91647, -2.86368, 4.56516], [-4.70624, -2.27726, 3.21410], [-3.13998, -4.54954, 2.97910], [-1.86093, -3.43281, 3.21881], [-2.09232, -3.82915, 0.86120], [-2.64010, -2.24752, 1.08426], [-5.62587, -0.68063, 0.92426], [-4.88438, 0.41608, 1.66237], [-4.81391, 1.73896, 0.87427], [-4.03321, 1.64513, -0.41046], [-3.47986, 1.45276, -1.38399], [-5.88461, -1.52133, 1.57145], [-5.16505, -1.10964, 0.06663], [-6.55358, -0.22092, 0.57943], [-3.83590, 0.14464, 1.90248], [-5.34322, 0.68332, 2.60700], [-4.43687, 2.56589, 1.42624], [-5.82509, 1.95556, 0.50461], [5.60940, 1.65601, -2.74077], [4.32574, 2.02171, -1.83123], [4.23787, 1.10677, -0.60551], [4.32720, -0.33796, -1.04429], [4.37821, -1.47255, -1.39687], [6.46798, 1.78587, -2.09221], [5.67286, 2.33727, -3.61127], [5.45415, 0.62183, -3.01829], [3.36120, 2.01812, -2.33006], [4.45340, 3.02293, -1.44053], [3.28832, 1.28057, -0.04642], [5.08981, 1.25553, 0.11186]]
}


{
  "formula": "C40H81Br14I2NO3P",
  "method": "wB97M-V/def2-TZVPD",
  "spin_multiplicity": 1,
  "orbital_gap_ev": 6.1,
  "total_charge": -1,
  "total_energy_ev": -1056513.018,
  "symbols": ["C", "C", "C", "C", "C", "C", "C", "C", "C", "P", "C", "C", "C", "C", "C", "C", "C", "C", "O", "C", "C", "C", "C", "N", "C", "I", "C", "C", "I", "O", "C", "C", "O", "H", "H", "H", "H", "H", "H", "H", "H", "H", "H", "H", "H", "H", "H", "H", "H", "H", "H", "H", "H", "H", "H", "H", "H", "H", "H", "H", "H", "H", "H", "H", "H", "H", "H", "H", "H", "H", "H", "H", "H", "H", "H", "H", "H", "H", "H", "H", "H", "H", "H", "H", "H", "H", "Br", "C", "C", "Br", "H", "H", "H", "H", "Br", "C", "C", "Br", "H", "H", "H", "H", "Br", "C", "C", "Br", "H", "H", "H", "H", "Br", "C", "C", "Br", "H", "H", "H", "H", "Br", "C", "C", "Br", "H", "H", "H", "H", "Br", "C", "C", "Br", "H", "H", "H", "H", "Br", "C", "C", "Br", "H", "H", "H", "H"],
  "xyz": [[5.96781, 2.67378, -0.14367], [6.35310, 4.04637, 0.41237], [5.16063, 4.87472, 0.91122], [4.42401, 5.67181, -0.17895], [3.29234, 4.90155, -0.88909], [3.54973, 4.65987, -2.37586], [2.51110, 3.73088, -3.00552], [2.83459, 2.26148, -2.66881], [1.59814, 1.36893, -2.63636], [1.79680, -0.48720, -2.14886], [0.35673, -0.96288, -3.32221], [-0.98265, -0.23882, -3.10152], [-2.08231, -1.14040, -2.54430], [-3.41746, -0.42138, -2.33516], [-3.97574, 0.28885, -3.58093], [-3.56212, 1.77357, -3.69621], [-4.72796, 2.76472, -3.67165], [-5.62416, 2.60201, -2.45634], [-6.40584, 3.77787, -2.30691], [-7.25192, 3.72082, -1.18740], [3.05876, -0.75251, -3.62950], [4.56051, -0.87207, -3.51239], [5.19351, -2.19117, -3.91529], [5.27794, 0.12457, -3.16677], [2.06378, -2.45078, -1.68687], [0.38110, -3.46492, -0.73178], [3.29038, -2.72792, -0.86186], [3.17139, -2.54591, 0.64628], [3.99521, -4.83448, -1.16719], [3.05594, -0.09644, -0.99761], [2.62662, 0.57034, 0.13929], [1.08881, 0.47902, 0.21446], [0.66675, -0.34136, -0.83408], [6.86140, 2.09469, -0.39113], [5.38895, 2.09977, 0.58415], [5.38934, 2.74014, -1.06698], [7.06270, 3.90125, 1.23358], [6.87882, 4.61023, -0.36652], [5.52113, 5.57678, 1.66996], [4.45612, 4.19454, 1.40430], [5.15813, 5.99657, -0.92675], [4.03040, 6.58466, 0.27677], [3.15043, 3.94205, -0.38119], [2.35437, 5.45770, -0.79061], [4.53629, 4.19161, -2.49325], [3.60866, 5.62460, -2.89383], [1.50946, 3.98582, -2.63861], [2.53503, 3.85315, -4.09306], [3.34605, 2.24644, -1.70868], [3.53062, 1.91032, -3.43059], [0.85886, 1.85208, -1.98681], [1.15304, 1.40375, -3.64128], [0.17958, -2.04407, -3.31277], [0.69955, -0.74260, -4.33801], [-0.88393, 0.61898, -2.43683], [-1.33003, 0.16626, -4.06355], [-2.21898, -2.01703, -3.18858], [-1.74472, -1.48980, -1.56414], [-3.27553, 0.31922, -1.53633], [-4.15018, -1.14130, -1.95338], [-5.06711, 0.23467, -3.54413], [-3.62686, -0.24440, -4.46956], [-3.01277, 1.92728, -4.62912], [-2.86730, 2.03620, -2.89261], [-4.33886, 3.78738, -3.64857], [-5.32907, 2.68900, -4.58451], [-6.29460, 1.73837, -2.56053], [-5.01028, 2.44793, -1.55905], [-8.06608, 4.43101, -1.34830], [-6.71202, 3.98095, -0.26801], [-7.68037, 2.71825, -1.05615], [2.87688, 0.08273, -4.31068], [2.71221, -1.64964, -4.14715], [5.41633, -2.81546, -3.05214], [4.55396, -2.75569, -4.59464], [6.12893, -1.98478, -4.44402], [6.26397, -0.14141, -3.18356], [2.10125, -3.02456, -2.61022], [4.13930, -2.16361, -1.23028], [2.94318, -3.47761, 1.16198], [2.37306, -1.83842, 0.87074], [4.10737, -2.15531, 1.05050], [2.92221, 1.63071, 0.13892], [3.09172, 0.14720, 1.03924], [0.63333, 1.47195, 0.08496], [0.73080, 0.06068, 1.16304], [-2.49966, 3.18663, 0.65450], [-2.12786, 2.23379, 2.30854], [-1.35358, 3.08409, 3.28220], [0.50083, 3.25187, 2.74075], [-1.58665, 1.33461, 2.02857], [-3.09735, 1.96810, 2.72400], [-1.33975, 2.62380, 4.26786], [-1.75420, 4.09010, 3.35815], [-9.41857, 0.74829, 0.44778], [-10.95767, 1.49134, -0.46937], [-11.26710, 2.89026, -0.00609], [-12.09897, 2.90872, 1.75129], [-11.78481, 0.80933, -0.30048], [-10.69895, 1.50150, -1.52598], [-11.98150, 3.36402, -0.67497], [-10.37329, 3.50135, 0.06933], [-15.99028, 0.75791, 3.64802], [-15.04242, 1.31918, 5.24868], [-13.56387, 1.47258, 5.00877], [-12.65997, -0.23876, 4.87128], [-15.25622, 0.57750, 6.01148], [-15.47838, 2.27448, 5.53145], [-13.09802, 1.98982, 5.84425], [-13.35523, 2.00398, 4.08612], [7.43150, -7.81548, 0.07435], [6.86652, -9.41613, -0.86762], [6.14115, -9.08506, -2.14801], [4.35883, -8.41510, -1.78962], [6.23467, -9.97118, -0.17977], [7.77194, -9.98130, -1.07884], [6.01697, -9.97979, -2.75442], [6.64907, -8.31697, -2.72302], [-2.68135, 4.75096, 6.64824], [-1.28294, 4.75107, 7.99874], [0.09059, 4.63058, 7.39289], [0.45668, 2.83303, 6.76494], [-1.50392, 3.92851, 8.67122], [-1.38195, 5.69625, 8.52736], [0.85081, 4.84812, 8.13954], [0.21930, 5.28821, 6.53856], [5.91608, -1.60733, 3.51836], [6.05172, -3.27187, 4.51085], [6.77263, -4.34366, 3.73491], [5.67591, -5.10779, 2.32755], [5.03794, -3.56754, 4.76229], [6.60037, -3.02798, 5.41801], [7.02882, -5.16853, 4.39714], [7.67323, -3.96428, 3.26185], [4.26546, -8.64679, 2.50408], [2.75650, -9.59415, 1.74107], [2.78975, -11.06750, 2.04879], [4.12609, -12.02292, 1.00103], [2.77692, -9.39644, 0.67583], [1.86812, -9.14487, 2.17952], [1.83810, -11.52904, 1.79583], [3.02770, -11.26163, 3.08964]]
}